No. 1
Density functional theory data (ωB97M-V/def2-TZVPD) for an isolated molecule of C2H5FSi in a non-equilibrium geometry.

Each line ends with the natural charge from an NBO analysis.
Positions of all 9 atoms, in Å:
1 C 0.9958 0.2607 1.3388  -0.348
2 H 0.7152 1.2170 1.8099  0.200
3 H 0.8102 -1.3869 -0.0522  0.216
4 H 1.8275 -0.2332 1.8402  0.195
5 H -2.0682 -0.9990 -1.1270  -0.189
6 Si -1.0063 0.0996 -0.9863  1.429
7 C 0.3901 -0.3827 0.3217  -0.646
8 H -1.4480 1.4594 -0.6440  -0.205
9 F -0.2163 -0.0350 -2.5011  -0.652

Calculated values
Kohn-Sham gap (Ha): 0.4114
Molar mass (g/mol): 76.1
SMILES: C=C[SiH2]F
Net charge: 0
Max |F| (Eh/bohr): 0.051
LUMO (eV): 0.72
Energy above the lowest of the compared OMol25 structures with the same formula, charge and spin (eV): 0.1533

=====

No. 2
Density functional theory data (ωB97M-V/def2-TZVPD) for a structure of composition C35H69InNO13S6 in a non-equilibrium geometry.

Each line ends with the Mulliken charge.
Positions of all 125 atoms, in Å:
1 H 4.5673 -5.3516 1.5989  0.385
2 H 4.2374 1.6196 -0.9407  0.137
3 H 3.5468 -4.2221 -0.1985  0.218
4 C -8.8532 3.6160 -2.4731  -0.603
5 S -6.5584 -6.1746 1.3823  1.221
6 C 4.1293 -5.0891 -0.5236  -0.535
7 H -6.2929 -3.7583 -0.2323  -0.150
8 H 3.0156 3.6438 -0.7043  -0.029
9 H -5.3206 -5.0658 3.0907  0.446
10 H 2.5130 -1.9068 -1.4401  0.358
11 H 2.4335 2.7366 3.3966  0.353
12 O -5.1952 -0.7209 1.0816  -0.685
13 C -4.6982 -8.0076 1.5655  -0.588
14 C 4.0419 5.4447 3.3734  -0.741
15 H 5.8828 4.3447 3.7611  0.391
16 C -1.0713 4.3596 -3.6800  -0.627
17 H 4.5282 -4.1204 -2.4408  0.371
18 H -4.3758 -9.0013 1.8811  0.351
19 C -4.4137 -1.4756 -1.3128  -0.115
20 H 4.6218 4.3178 -1.1915  0.335
21 O -6.6215 0.8049 -2.5986  -0.557
22 C -4.3092 -6.9330 2.5843  -0.771
23 H -9.8529 3.5917 -2.0354  0.322
24 C -5.0599 -5.6520 2.2103  -0.300
25 H 6.6739 -1.0862 7.1108  0.294
26 O -0.0283 0.5280 -2.5653  -0.590
27 H -6.9023 3.7346 -4.4608  0.371
28 H -9.2849 1.9369 -3.7654  0.271
29 H -2.1700 4.5703 -3.5274  0.183
30 H -1.1150 2.9178 -5.3772  0.358
31 H 4.7770 2.1146 2.9671  0.023
32 C 5.0594 -4.6776 -1.6675  -0.643
33 C -6.8080 -2.0433 -1.4599  -0.553
34 H -1.7369 1.0801 -4.2865  0.301
35 C 4.4451 3.1106 2.6738  0.004
36 H -7.1529 2.0374 -4.9649  0.401
37 C -1.5466 1.6204 -0.9851  -0.447
38 H 5.4891 2.3381 -2.0261  0.312
39 H 6.8611 1.2293 7.5001  0.348
40 H 5.4928 -5.5700 -2.1301  0.327
41 H 1.1243 6.1685 -1.5575  0.179
42 C 3.7491 3.6849 -1.5753  -0.693
43 H -0.8194 4.7659 -1.4726  0.198
44 H -5.2392 -3.0142 -2.5777  0.452
45 H -5.5815 -1.3792 -3.1385  0.318
46 H 2.3996 3.7234 -4.7002  -0.403
47 C 3.0982 -1.1041 -1.9545  -0.122
48 H -4.3430 -0.3880 -1.3583  -0.125
49 C -0.9854 1.2806 -2.4220  0.491
50 H -4.6081 -7.2564 3.5862  0.305
51 O 2.6318 5.3849 1.1527  -0.521
52 H -7.5817 -2.6035 -1.9886  0.418
53 H 5.2060 -6.6504 0.5542  0.319
54 H 3.4223 -5.8601 -0.8355  0.350
55 C 7.5288 -1.0740 5.1294  -0.665
56 H 4.3783 1.3118 -3.8991  0.255
57 C 3.3775 -0.0378 -2.4933  -0.730
58 C 5.0087 -5.5804 0.6293  -0.668
59 C -7.3396 2.7736 -4.1844  -0.789
60 H 0.2840 2.6331 -4.2495  0.223
61 C 2.9307 3.1752 2.5290  -0.797
62 S -4.9130 -1.9275 0.3400  1.220
63 C 0.9355 5.7349 -2.5882  -1.308
64 In 2.8970 4.8182 -3.3369  0.734
65 H 8.4327 -0.9795 7.1167  0.325
66 C 7.5329 -0.6421 6.5988  -0.576
67 C -6.2141 -7.9261 1.4372  -0.712
68 H 7.0408 -3.7334 -1.6533  0.404
69 H -4.4855 -5.0402 1.5141  0.125
70 H -7.2141 -2.5030 0.6469  0.617
71 H -3.4429 -1.9205 -1.5317  0.378
72 C 4.8071 4.1638 3.7253  -0.596
73 S -6.5768 2.2470 -2.6574  1.061
74 H 8.4814 -0.8055 4.6630  0.304
75 H -7.1745 -1.0264 -1.3028  0.109
76 O -7.6937 -5.8942 2.2294  -0.728
77 H 7.3934 -2.1513 5.0239  0.359
78 C -0.1709 4.5765 -2.3840  0.317
79 H 0.5233 6.5057 -3.3158  0.457
80 H 5.7804 -2.8515 -0.7414  0.314
81 O 1.4098 5.1642 3.3533  -0.736
82 H 5.4203 -0.6972 4.7774  0.355
83 O 7.4304 2.1056 4.2954  -0.688
84 H -4.2285 -7.7897 0.6016  0.297
85 O -4.0231 -2.9532 0.8444  -0.730
86 C 6.3912 -0.3009 4.4742  -0.749
87 H -9.3495 3.4955 -4.5983  0.360
88 H -0.6952 5.0753 -4.4695  0.408
89 C -7.8387 2.9091 -1.5711  -0.683
90 O -6.4996 -5.7404 0.0046  -0.718
91 O -5.3543 2.9820 -2.4683  -0.664
92 H 2.6337 1.8143 -3.3557  -0.433
93 O 7.6011 -5.6815 0.1660  -0.679
94 S 2.5611 4.9209 2.5133  1.094
95 S 6.5705 -4.7165 0.4705  1.104
96 H -8.2938 2.0751 -1.0352  0.321
97 H -2.3646 0.8754 -0.6608  0.004
98 C -5.4979 -2.0027 -2.2478  -0.880
99 H 4.9236 3.3601 1.7215  0.133
100 C 3.6432 1.4251 -3.0520  0.663
101 H -1.9872 2.6664 -1.0295  0.137
102 C -0.8211 2.8894 -4.2737  -0.581
103 H -3.2310 -6.7653 2.6028  0.346
104 H 6.4619 -0.2708 3.3876  0.462
105 C 6.1563 -3.8363 -1.0265  -0.646
106 H 3.9112 6.1812 -3.9039  -0.417
107 H 8.3992 1.3603 6.6036  0.366
108 H -7.3788 3.5982 -0.8637  0.391
109 H 3.7618 6.0057 4.2646  0.355
110 H -6.7064 -8.3348 2.3216  0.335
111 O 5.2237 1.8266 5.4949  -0.680
112 H 4.6162 6.0811 2.6990  0.382
113 C -6.4646 -2.6857 -0.1227  -0.253
114 C 4.3634 2.2438 -1.8908  -0.468
115 H 4.5014 3.8117 4.7117  0.302
116 H -8.5721 4.6668 -2.5906  0.293
117 H -6.5963 -8.4082 0.5383  0.387
118 N -1.6684 1.8537 -3.6048  -0.227
119 O 6.7022 -3.7679 1.5520  -0.617
120 S 6.5381 1.3494 5.1398  1.320
121 H 0.4202 3.6253 -2.1552  -0.195
122 H -0.7669 1.6294 -0.1695  0.235
123 H 2.5665 2.7114 1.6126  0.376
124 C -8.8154 2.9228 -3.8382  -0.535
125 C 7.4182 0.8846 6.6295  -0.791

Calculated values
Kohn-Sham gap (Ha): 0.2080
Molar mass (g/mol): 1019.2
Net charge: -1
Max |F| (Eh/bohr): 0.053
LUMO (eV): 1.62

=====

No. 3
Density functional theory data (ωB97M-V/def2-TZVPD) for a structure of composition C3H2AgFO3.

Each line ends with the natural charge from an NBO analysis.
Positions of all 10 atoms, in Å:
1 C 0.3907 -1.0978 2.1040  -0.038
2 O -1.8744 2.5783 0.5295  -0.475
3 Ag -0.0559 -1.1957 -1.0355  0.893
4 O 1.6758 -0.6039 0.2053  -0.891
5 O -1.3231 1.1229 -1.1875  -0.573
6 C -1.6137 1.8246 -0.3033  1.049
7 H 0.1440 -1.1596 3.1588  0.176
8 C 1.5106 -0.6522 1.4934  0.133
9 H 2.3004 -0.2630 2.1602  0.147
10 F -0.5921 -1.6395 1.2631  -0.422

Calculated values
Kohn-Sham gap (Ha): 0.2326
Molar mass (g/mol): 212.9
Net charge: 0
Max |F| (Eh/bohr): 0.018
LUMO (eV): -1.06
Energy above the lowest of the compared OMol25 structures with the same formula, charge and spin (eV): 0.0000

=====

No. 4
Density functional theory data (ωB97M-V/def2-TZVPD) for an isolated molecule of C7H6N2O5S in a non-equilibrium geometry.

Each line ends with the natural charge from an NBO analysis.
Positions of all 21 atoms, in Å:
1 O 1.4168 -0.6792 2.3318  -0.871
2 C -2.0612 1.6516 -0.5705  -0.215
3 N 2.9316 0.2613 -1.1181  0.701
4 C -0.7918 1.3425 -0.0527  -0.169
5 H -3.5222 -1.1435 0.2853  0.211
6 C -2.7067 -0.4452 0.2674  -0.067
7 H -2.1112 2.5608 -1.2165  0.236
8 H -4.0816 0.8426 -0.7503  0.213
9 H -1.3582 -1.7351 1.2934  0.259
10 O 2.4727 1.1783 -1.6920  -0.282
11 H 2.9331 -2.1704 -0.8981  0.148
12 O 1.6808 1.4536 1.2034  -0.934
13 N 1.8280 -0.5760 -0.2450  -0.700
14 O 1.2820 -2.6579 0.4313  -0.518
15 C -3.0078 0.7359 -0.3686  -0.247
16 S 1.1506 0.1160 1.1612  2.251
17 C 1.9939 -1.9792 -0.2558  0.523
18 C -1.5339 -0.7168 0.7992  -0.261
19 O 3.9722 -0.2230 -1.0656  -0.286
20 C -0.5369 0.2264 0.6301  -0.226
21 H 0.0499 1.9572 -0.1700  0.236

Calculated values
Kohn-Sham gap (alpha / beta) (Ha): 0.2013 / 0.2376
Molar mass (g/mol): 230.2
Net charge: 0
Multiplicity: 3
Max |F| (Eh/bohr): 0.161
LUMO (alpha / beta) (eV): -0.20 / -3.95
Energy above the lowest of the compared OMol25 structures with the same formula, charge and spin (eV): 0.0000

=====

No. 5
Density functional theory data (ωB97M-V/def2-TZVPD) for a structure of composition C25H35As3F9MnN2O3S3 in a non-equilibrium geometry.

Each line ends with the Mulliken charge.
Positions of all 81 atoms, in Å:
1 H 0.2861 1.4325 4.8677  0.530
2 H 4.5632 -0.2762 6.6817  0.330
3 F 2.2325 -3.8295 -0.7940  -0.266
4 H 0.5117 3.8233 0.5935  0.286
5 C -5.8053 -2.8652 -4.4617  -0.638
6 H -6.6465 -1.4788 -3.0585  0.425
7 N -3.5071 0.1670 -1.6581  -0.461
8 S -6.7602 1.3613 -3.6349  -0.347
9 C 1.6703 0.5665 3.4824  2.446
10 H -0.0521 3.8531 -4.6521  0.316
11 C 3.3677 1.4974 -0.5770  -1.511
12 H -4.7077 -4.0126 -5.8768  0.417
13 C -3.6565 1.2206 -0.9182  0.164
14 C 0.9230 -1.7828 -0.9319  0.309
15 H 0.1052 -2.9740 1.6464  0.297
16 Mn -0.6094 0.5566 -0.7385  1.399
17 H 2.4725 -2.9563 4.3592  0.255
18 C -2.1170 -0.2976 3.2077  -1.184
19 H -2.3564 0.7552 3.3816  0.327
20 H 3.0359 0.0647 1.8796  0.404
21 F 2.4598 3.0384 -3.3512  -0.324
22 C 1.5520 3.5612 0.7615  -1.213
23 C 0.9004 -0.6838 3.0680  -2.084
24 H -2.4991 -2.8995 -5.4986  0.430
25 C -4.5695 -1.1319 -3.4329  0.026
26 As -0.7011 -0.5879 1.9145  1.058
27 C 2.7416 0.3308 4.6553  -1.750
28 H -6.7432 -3.4027 -4.5570  0.358
29 H 1.3331 2.6116 4.1600  0.504
30 H -3.1278 -0.7204 2.9653  0.352
31 N -4.5252 0.0321 -2.6156  0.313
32 As 1.7264 1.5785 0.5060  1.562
33 H 2.2674 4.0729 0.1047  0.363
34 C 0.2657 2.0889 -3.2621  1.588
35 H 0.6308 -1.2071 4.0258  0.628
36 C -3.3918 -2.6455 -4.9405  -0.916
37 C -0.6431 1.0764 -4.0319  0.083
38 H 3.1360 1.3211 4.8625  0.580
39 H 2.2779 -0.0484 5.6206  0.644
40 F 1.8195 1.8688 -5.0788  -0.329
41 H 2.8676 -2.3131 5.9550  0.350
42 S -4.9888 2.2169 -1.4823  -0.158
43 H 1.7544 3.8066 1.8271  0.350
44 O 1.6509 -1.2954 -0.0657  -0.490
45 H -1.5055 -2.8385 0.8749  0.405
46 H 0.0795 4.2248 -2.8772  0.407
47 H 3.3476 0.5797 -1.1353  0.234
48 F -1.0512 1.5242 -5.2445  -0.342
49 C -5.7680 -1.8119 -3.5918  -0.430
50 F 1.8775 -2.9389 -2.7607  -0.261
51 S -2.5526 1.7178 0.3405  -0.483
52 H 3.3821 2.2211 -1.3414  0.478
53 C -0.2716 3.5013 -3.6260  -1.875
54 F 2.3389 0.9137 -3.2239  -0.150
55 As 4.1804 -0.9451 4.2099  0.327
56 C -5.4008 1.0581 -2.6870  0.156
57 H 5.9307 -1.3085 6.0792  0.373
58 C 0.7442 1.7300 3.9539  -2.116
59 O 0.1711 1.8783 -1.9330  -1.091
60 H 5.8472 0.4175 5.5989  0.338
61 C 2.5446 0.9876 2.2430  -2.139
62 C 1.3544 -3.1257 -1.5264  0.657
63 F -0.0858 -0.1389 -4.2246  -0.321
64 C -0.8895 -2.5272 1.7237  -1.334
65 H -0.0553 2.1109 3.2861  0.137
66 C 3.2593 -2.5395 5.0002  -1.089
67 H 3.9471 -3.4129 5.0775  0.396
68 O -0.1217 -1.4066 -1.4739  -0.721
69 C 1.7228 1.9359 -3.7164  0.483
70 H 4.2338 1.5717 0.0650  0.467
71 C -3.3967 -1.5117 -4.0815  0.654
72 H -2.5449 -0.8651 -3.8826  -0.015
73 H 3.2497 1.7365 2.5177  0.707
74 H 1.5712 -1.2892 2.5070  0.481
75 H -1.3333 3.5289 -3.5507  0.426
76 H -1.7509 -0.6587 4.2478  0.293
77 H -1.3869 -3.0142 2.6099  0.393
78 F 0.3099 -3.9508 -1.7325  -0.268
79 C 5.2688 -0.4488 5.8538  -1.172
80 F -1.7531 0.8522 -3.3352  -0.014
81 C -4.6371 -3.2515 -5.1524  -0.418

Calculated values
Kohn-Sham gap (alpha / beta) (Ha): 0.2729 / 0.2808
Molar mass (g/mol): 958.5
Net charge: -1
Multiplicity: 6
Max |F| (Eh/bohr): 0.048
LUMO (alpha / beta) (eV): 2.40 / 2.39
Energy above the lowest of the compared OMol25 structures with the same formula, charge and spin (eV): 0.6346

=====

No. 6
Density functional theory data (ωB97M-V/def2-TZVPD) for a structure of composition C39H49Cl4CsN4O4Si.

Each line ends with the Mulliken charge.
Positions of all 102 atoms, in Å:
1 H -8.2683 -2.6135 3.0337  0.351
2 H -4.6561 -2.6827 -2.6356  0.307
3 H 0.3965 0.4619 -3.6170  0.641
4 C -0.0261 4.4494 1.4132  -0.763
5 C -4.1433 -0.0993 -1.4860  -0.753
6 C -3.3801 -1.4146 -1.6305  -0.535
7 H 3.7636 -0.8769 -4.3785  0.320
8 C 2.8001 1.6621 -3.7572  -2.164
9 H -2.7027 0.7621 -0.1519  0.147
10 H -2.5992 1.6964 2.0306  0.411
11 H -3.6513 1.1451 4.1882  0.546
12 C 4.4527 -4.2856 -0.4474  0.246
13 Cs 0.0583 -1.7827 0.6552  1.380
14 C 2.7251 -0.8087 -4.0553  -1.946
15 Si 3.4678 0.2772 -1.4256  -0.354
16 H -3.8358 1.9381 -0.8282  0.077
17 H 5.6159 0.2226 -3.7652  0.317
18 C -0.6291 2.3137 0.3623  0.093
19 H 7.0963 -0.0038 -0.3506  0.540
20 H 2.1578 1.7651 -4.6404  0.527
21 C -0.0661 5.1283 0.2025  0.710
22 H 0.7102 1.1326 -2.0174  -0.082
23 C 4.0305 -3.6425 1.8452  0.090
24 C 3.4879 -2.1315 0.0225  -1.069
25 H 0.2769 4.9770 2.3153  0.316
26 C -4.8868 -2.6528 3.5035  0.037
27 C -1.5176 2.5258 -2.0061  -1.963
28 C -2.0987 1.0103 2.7291  0.492
29 O 4.0193 -2.7089 -2.1780  -0.801
30 H -2.6482 1.2344 -3.0169  0.333
31 H -7.5559 -3.7787 4.1485  0.304
32 H 3.5193 1.7715 0.5248  0.433
33 C 2.4843 0.3283 -3.0596  3.266
34 H -4.8426 -2.5639 4.5848  0.317
35 H -1.4267 3.0822 -2.9345  0.215
36 H -4.6690 0.1537 -2.4188  0.427
37 H 0.0259 7.0110 -0.8399  0.343
38 C 6.0267 -0.2497 -0.3649  -1.707
39 C -3.6893 -2.8086 1.3505  0.054
40 H 2.4708 -1.7751 -3.6269  0.382
41 H -2.7347 -1.4011 -2.5117  0.487
42 H 2.0983 -0.6335 -4.9411  0.528
43 H 7.0427 -0.2237 -2.8273  0.555
44 C -0.9297 3.0785 -0.8549  1.525
45 C -3.7089 -2.6687 2.7655  0.063
46 C 0.9907 0.3338 -2.7033  -2.100
47 C -3.2381 1.0439 -1.0592  -0.143
48 H 3.8373 1.7104 -4.0999  0.395
49 H -2.7425 -1.5325 -0.7575  -0.121
50 C -7.4023 -2.8054 3.6709  -1.605
51 C -0.3613 3.0912 1.5325  0.928
52 O -2.5747 -2.9011 0.7286  -0.944
53 C 3.9880 -3.0443 -0.9670  0.183
54 C -2.3602 -2.6119 3.3712  -0.850
55 C 0.3718 6.5666 0.0959  -1.657
56 H -6.1505 -3.1408 -1.0774  0.287
57 O -0.5176 1.0463 0.3212  -0.162
58 C -2.5659 -0.6152 4.6617  -0.871
59 C 2.9096 1.7259 -0.3829  -0.647
60 H -0.0246 7.1698 0.9170  0.351
61 C 4.4695 -4.5730 0.9141  0.292
62 Cl 5.0568 -6.1127 1.4638  -0.239
63 C -4.9807 -2.8402 0.6772  1.066
64 H 2.6069 2.5208 -3.1101  0.263
65 H 5.6517 -1.3336 -2.9164  0.233
66 C -6.1458 -2.8501 1.4891  -1.051
67 Cl 5.0506 -5.4298 -1.6086  -0.251
68 H 6.8531 1.9554 -1.7493  0.548
69 H 2.9566 2.7007 -0.8720  0.291
70 N -1.8198 -1.7677 4.1508  -0.581
71 C 5.7655 1.8709 -1.6294  -1.955
72 H -4.9087 -0.2374 -0.7181  0.332
73 C -6.1259 -2.7679 2.8693  0.886
74 H 1.8775 1.5538 -0.0673  -0.701
75 H -0.6628 4.9660 -1.8454  0.217
76 H -1.8763 -0.0506 5.2893  0.429
77 H -1.5679 0.3012 2.0919  -0.349
78 H 5.5879 0.1167 0.5685  0.262
79 C -5.1564 -2.8861 -0.7189  -0.937
80 C -0.5426 4.4378 -0.9014  -1.288
81 H 0.6698 -0.6044 -2.2471  0.109
82 C -0.3408 2.5611 2.9066  -0.969
83 N -2.2548 1.3520 -2.0954  0.445
84 C -3.1365 0.3565 3.6264  -0.770
85 H -3.3804 -0.9616 5.3066  0.304
86 Cl 4.0728 -3.9750 3.5449  -0.254
87 H -7.3985 -2.0532 4.4637  0.325
88 H 5.2985 2.4064 -2.4596  0.308
89 H -1.7041 -3.4262 3.0484  0.650
90 H 0.3734 3.0695 3.5639  0.348
91 H -7.1093 -2.8966 0.9845  0.238
92 O 2.9673 -0.9544 -0.3933  0.535
93 Cl 3.0743 -1.1711 2.4903  -0.043
94 C 5.3730 0.3823 -1.6025  2.613
95 H -3.8839 -0.1369 3.0036  0.122
96 H 5.9359 -1.3363 -0.3740  0.289
97 H 1.4619 6.6618 0.1202  0.268
98 H 5.4897 2.3816 -0.7056  0.310
99 N -4.2372 -2.5959 -1.7235  -0.196
100 C 3.5526 -2.4091 1.3708  0.568
101 N -1.0796 1.7037 3.4902  -0.526
102 C 5.9461 -0.2858 -2.8556  -1.829

Calculated values
Kohn-Sham gap (alpha / beta) (Ha): 0.1665 / 0.1657
Molar mass (g/mol): 940.6
Net charge: -2
Max |F| (Eh/bohr): 0.007
LUMO (alpha / beta) (eV): 3.71 / 3.72
Energy above the lowest of the compared OMol25 structures with the same formula, charge and spin (eV): 0.0000